Here is an isolated molecule of C5H6N4 in a non-equilibrium geometry from OMol25. Energies are from wB97M-V/def2-TZVPD.

```
15
C5H6N4 wB97M-V/def2-TZVPD
C -2.820 -0.295 0.360
N -1.830 0.729 0.311
C -0.673 0.480 -0.180
C 0.359 1.435 -0.302
C 1.675 1.177 -0.036
N 2.151 0.029 0.583
C 1.577 -1.115 0.443
N 0.628 -1.472 -0.505
N -0.363 -0.806 -0.814
H -3.759 0.058 -0.073
H -3.067 -0.574 1.399
H -2.469 -1.294 -0.141
H 0.162 2.456 -0.664
H 2.412 1.930 -0.196
H 1.921 -2.024 0.931
```

For the calculated total energy, the calculation gives -11239.15460 eV. Its strongest force on any atom is 3.37 eV/A. The energy relative to the best compared isomer or geometry (same formula, charge and spin) is 2.513 eV. The molecular weight comes out at 122.1 g mol⁻¹. The frontier orbital gap is 8.39 eV. The LUMO energy is -0.6185 eV.



Here is an isolated molecule of C5H6N4O in a non-equilibrium geometry from OMol25. Energies are from wB97M-V/def2-TZVPD.

```
16
C5H6N4O wB97M-V/def2-TZVPD
C -1.845 -1.705 -0.054
C -0.689 -1.506 0.676
C -1.437 0.367 -0.178
C -0.474 2.421 -0.102
C 2.153 0.046 -0.497
N -2.293 -0.548 -0.567
N -1.387 1.682 -0.408
N -0.430 -0.177 0.640
N 0.532 0.575 1.171
O 1.818 0.138 0.870
H -2.377 -2.622 -0.219
H -0.068 -2.183 1.228
H -0.284 3.459 -0.023
H 2.251 1.047 -0.935
H 1.418 -0.523 -1.077
H 3.112 -0.470 -0.524
```

For the calculated total energy, the calculation gives -13283.92090 eV. Its strongest force on any atom is 2.30 eV/A. The energy relative to the best compared isomer or geometry (same formula, charge and spin) is 6.796 eV. The molecular weight comes out at 138.1 g mol⁻¹. The frontier orbital gap (spin up / spin down) is 7.62 / 8.44 eV. The LUMO energy (spin up / spin down) is -0.5378 / -0.2016 eV.



Here is the ion C5H6NO with charge -1 in a non-equilibrium geometry from OMol25. Energies are from wB97M-V/def2-TZVPD.

```
13
C5H6NO wB97M-V/def2-TZVPD
C 1.608 -0.171 0.740
C 0.939 0.974 0.055
C -1.412 0.697 -0.098
C -2.222 -0.208 -0.479
C 1.045 -1.366 0.774
N -0.239 1.125 -0.542
O -0.354 2.155 -1.371
H 2.598 0.120 1.068
H 1.701 1.494 -0.546
H -2.008 -0.982 -1.152
H -3.172 -0.196 -0.066
H -0.056 -1.451 0.518
H 1.572 -2.190 1.099
```

For the calculated total energy, the calculation gives -8814.61713 eV. Its strongest force on any atom is 3.39 eV/A. The energy relative to the best compared isomer or geometry (same formula, charge and spin) is 2.732 eV. The molecular weight comes out at 96.1 g mol⁻¹. The frontier orbital gap (spin up / spin down) is 6.52 / 6.53 eV. Its net charge is -1. The LUMO energy (spin up / spin down) is 4.2552 / 4.2552 eV.



Here is a structure of composition C5H6NO in a non-equilibrium geometry from OMol25. Energies are from wB97M-V/def2-TZVPD.

```
13
C5H6NO wB97M-V/def2-TZVPD
C 0.776 -1.660 -0.684
C 0.808 -0.990 -1.853
C -0.352 1.307 1.566
C 0.735 0.390 -1.154
C -0.941 -0.260 0.556
N 0.209 -0.525 -0.172
O 0.176 2.094 0.863
H 0.778 -2.747 -0.287
H -0.816 1.140 2.614
H 1.688 0.939 -1.105
H 0.162 1.120 -1.702
H -1.293 -1.061 1.199
H -1.930 0.253 0.159
```

For the calculated total energy, the calculation gives -8805.26710 eV. Its strongest force on any atom is 4.06 eV/A. The energy relative to the best compared isomer or geometry (same formula, charge and spin) is 7.684 eV. The molecular weight comes out at 96.1 g mol⁻¹. The frontier orbital gap (spin up / spin down) is 7.98 / 7.98 eV. Its net charge is +1. The LUMO energy (spin up / spin down) is -6.1253 / -6.1283 eV.